ORCA calculation (ωB97M-V with the def2-TZVPD basis set) on a structure of composition C5H8O2.

The geometry in ORCA input format:
```
! RIJCOSX wB97M-V def2-TZVPD def2/J DEFGRID3
* xyz 0 1
O 2.119 -1.283 1.268
H -0.882 0.507 -2.660
C -0.999 -0.119 0.871
H -0.056 1.327 2.279
H 1.165 -1.251 1.413
C -0.499 0.025 -0.533
H 1.520 0.799 -0.071
H 2.198 -1.590 0.359
O -0.133 -1.039 -1.386
C 0.473 1.110 -0.030
C -0.196 0.858 1.311
C -1.155 -0.139 -1.825
H -2.160 -0.558 -1.865
H 0.349 2.109 -0.461
H -1.745 -0.758 1.330
*
```

Its maximum force is 0.29 eV/A. The value obtained for the gap between HOMO and LUMO is 10.800 eV.